Entry from the Open Molecules 2025 dataset: a molecular structure, C3H29O12Y in a non-equilibrium geometry (ωB97M-V/def2-TZVPD).

Element x y z (Å)
H (-0.36572, 2.16504, 0.13913)
H (1.17655, 1.62343, -3.41623)
H (-2.18310, 2.93822, -1.89602)
O (-2.27015, -0.79313, 2.79226)
O (1.02788, -2.59657, 3.48870)
C (0.48435, -0.32509, -0.80567)
H (-0.04604, -1.26382, -0.64577)
H (0.73004, -1.80221, 3.93200)
H (-2.83000, 0.72908, -1.23535)
H (-1.81006, -0.92195, 1.96283)
H (-0.02116, 0.28407, -1.55499)
H (-1.05127, 3.93473, -1.76253)
H (-0.05527, -3.42856, 1.38764)
O (2.09227, 1.60261, -3.13831)
H (0.49348, -0.95551, -3.76539)
O (-1.98733, 3.82548, -1.59491)
H (-1.44280, 0.98606, 0.57921)
H (0.45588, -3.28714, 3.82363)
O (1.65176, 1.69048, 3.57092)
H (-3.75601, 1.32931, -2.27176)
O (2.95093, -2.37154, -0.36541)
H (-1.45983, 1.13873, -3.12977)
H (0.80651, 1.78945, 4.00909)
H (2.32052, 0.67303, -3.13343)
H (0.53893, -4.18522, 0.21875)
H (3.64492, -1.92331, -0.84884)
H (1.33103, -0.81752, -1.28395)
O (-2.83130, 1.25269, -2.03664)
H (-1.87430, 0.88397, 3.64362)
H (-0.38062, 1.72657, 1.81066)
O (1.24089, -0.49409, 1.50905)
C (0.75803, 0.35474, 0.43825)
H (1.46538, 1.13777, 2.81197)
H (1.49343, 1.10300, 0.14261)
O (0.78059, -3.69176, 1.00254)
H (-2.23969, 2.35279, 3.61260)
Y (2.70103, -2.39104, 1.98211)
O (-1.94367, 1.65868, 4.20151)
O (-0.67548, 1.08849, -3.67613)
H (1.66927, -1.75900, -4.27903)
O (1.29547, -0.87781, -4.28212)
H (2.55102, -2.95771, -1.00782)
H (-0.95468, 0.60364, -4.45279)
H (-3.05605, -1.33441, 2.71734)
C (-0.42564, 1.30523, 0.80639)

Results
**Spin multiplicity**: 2
**F_max**: 5.287 eV Å⁻¹
**Total energy**: -29163.36900 eV
**LUMO level (alpha / beta)**: -11.460 / -15.259 eV
**Kohn-Sham gap (alpha / beta)**: 6.22 / 2.42 eV
**Total charge**: +3

Which charges does Löwdin predict for the atoms? In e, they are: 0.078 0.043 0.023 -0.024 -0.072 -0.101 0.086 0.112 0.073 0.014 0.068 0.102 0.079 0.246 0.020 0.241 0.065 0.125 -0.038 0.110 -0.077 -0.010 0.027 0.061 0.106 0.113 0.048 -0.013 -0.037 0.073 -0.343 -0.515 -0.044 0.140 -0.057 0.042 2.042 -0.038 -0.037 0.058 -0.022 0.101 0.082 0.070 -0.019